(1)
DFT (the ωB97M-V functional and the def2-TZVPD basis) results for a structure of composition C8H19NO2S.

Last column: Löwdin charge in e.
Geometry (Å):
C 3.19 1.45 0.32  -0.04
C 2.67 -0.80 1.31  -0.06
C 3.33 -0.78 -1.06  -0.01
C -2.80 0.11 1.40  -0.10
C -2.98 1.29 -0.86  -0.11
C -3.28 -1.13 -0.83  -0.06
C 2.61 0.05 0.11  -0.77
C -2.59 0.07 -0.13  -0.69
N -0.37 1.18 0.50  -0.05
O -0.49 -1.46 0.23  -0.38
O 1.41 0.19 -0.53  -0.20
S -0.74 -0.12 -0.22  0.64
H 3.09 1.94 -0.65  0.07
H 2.63 1.82 1.36  0.14
H 4.27 1.50 0.61  0.08
H 3.71 -1.12 1.52  0.09
H 1.93 -1.70 1.10  0.12
H 2.27 -0.24 2.18  0.09
H 4.41 -0.87 -0.68  0.10
H 2.98 -1.78 -1.35  0.08
H 3.20 -0.06 -2.02  0.13
H -2.23 0.95 1.90  0.09
H -3.85 0.02 1.72  0.08
H -2.33 -0.94 1.68  0.11
H -2.06 1.84 -1.06  0.06
H -3.60 1.92 -0.17  0.11
H -3.53 1.14 -1.77  0.08
H -4.25 -0.73 -1.10  0.08
H -2.59 -1.46 -1.62  0.08
H -3.40 -2.08 -0.20  0.11
H -0.61 -0.21 -1.69  0.14

As for the HOMO energy (spin up / spin down): -9.4 / -9.4 eV. The value obtained for the strongest force on any atom is 0.066 hartree/bohr. The orbital gap (spin up / spin down) is 7.274 / 7.275 eV. For the total energy, the calculation gives -25016.3997 eV. As for the charge: 0. The value obtained for the energy above the lowest of the compared OMol25 structures with the same formula, charge and spin is 205.8 kcal per mole. For the lowest unoccupied orbital energy (spin up / spin down), the calculation gives -0.079 / -0.079 Ha.



(2)
DFT (the ωB97M-V functional and the def2-TZVPD basis) results for the ion C4H8NOS with charge +1.

Last column: Löwdin charge in e.
Geometry (Å):
C -0.94 -0.93 0.34  -0.32
C 0.15 0.67 -1.40  -0.52
C -0.08 2.09 -1.33  -0.07
C 0.20 -1.61 2.28  -0.03
N -1.17 -0.34 -0.74  0.14
O 0.17 -0.89 1.05  -0.08
S 1.28 -0.25 -2.15  1.09
H -1.78 -1.53 0.71  0.16
H -0.02 2.42 -0.29  0.13
H -1.11 2.30 -1.63  0.12
H 0.63 2.66 -1.94  0.10
H 0.10 -2.68 2.10  0.10
H -0.60 -1.27 2.95  0.10
H 1.17 -1.41 2.73  0.10
H 2.00 0.76 -2.70  -0.04

As for the HOMO energy: -14.7 eV. The value obtained for the strongest force on any atom is 0.105 hartree/bohr. The orbital gap is 9.050 eV. For the total energy, the calculation gives -18640.8171 eV. As for the charge: +1. The value obtained for the energy above the lowest of the compared OMol25 structures with the same formula, charge and spin is 56.0 kcal per mole. For the lowest unoccupied orbital energy, the calculation gives -0.209 Ha.



(3)
DFT (the ωB97M-V functional and the def2-TZVPD basis) results for a structure of composition C29H41BeIN3O2SSi2Te.

Last column: Löwdin charge in e.
Geometry (Å):
Be 0.02 -0.14 0.86  -0.03
O 0.22 -0.16 2.41  -0.06
C -0.24 -1.05 3.26  -0.31
C -0.07 -0.85 4.64  0.00
C -0.57 -1.74 5.56  -0.07
C -1.27 -2.88 5.15  -0.09
C -1.43 -3.11 3.80  -0.04
C -0.93 -2.22 2.85  -0.08
C -1.11 -2.46 1.42  -0.22
N -0.65 -1.68 0.45  0.08
C -1.03 -2.25 -0.76  -0.08
C -1.70 -3.39 -0.51  -0.04
N -1.74 -3.51 0.87  0.14
H 0.48 0.03 4.94  0.12
H -0.42 -1.56 6.61  0.11
H -1.66 -3.58 5.87  0.10
H -1.97 -4.00 3.49  0.11
H -0.77 -1.80 -1.70  0.08
H -2.15 -4.12 -1.16  0.12
H -2.17 -4.26 1.38  0.15
C -1.56 3.29 -5.85  -0.19
Si -0.34 3.98 -4.62  0.37
C 0.63 5.39 -5.34  -0.18
C -1.26 4.58 -3.10  -0.20
C 0.85 2.63 -4.09  -0.58
Te -0.14 1.06 -3.00  1.19
C -0.33 -0.23 -4.70  -0.59
Si 1.14 -1.37 -4.96  0.37
C 0.99 -2.17 -6.63  -0.18
C 2.74 -0.42 -4.85  -0.19
C 1.10 -2.66 -3.61  -0.18
H -2.29 4.06 -6.13  0.04
H -2.11 2.45 -5.41  0.02
H -1.07 2.94 -6.76  0.04
H -0.04 6.21 -5.62  0.04
H 1.19 5.10 -6.22  0.03
H 1.33 5.78 -4.60  0.03
H -1.52 5.64 -3.19  0.04
H -0.64 4.47 -2.20  0.00
H -2.18 4.01 -2.94  0.02
H 1.63 3.03 -3.44  0.00
H 1.34 2.13 -4.93  0.00
H -0.53 0.41 -5.56  0.00
H -1.24 -0.81 -4.53  0.01
H 0.96 -1.42 -7.42  0.04
H 0.07 -2.76 -6.70  0.04
H 1.83 -2.84 -6.82  0.04
H 2.84 0.28 -5.68  0.04
H 3.59 -1.11 -4.90  0.04
H 2.81 0.14 -3.92  0.01
H 0.19 -3.27 -3.67  0.04
H 1.13 -2.20 -2.62  -0.01
H 1.95 -3.33 -3.69  0.04
I 1.52 2.96 0.22  1.04
C 2.41 1.08 0.08  -0.71
C 3.78 1.05 -0.12  -0.11
C 4.40 -0.18 -0.28  -0.03
C 3.64 -1.33 -0.25  -0.02
C 2.28 -1.21 -0.03  -0.08
N 1.66 -0.03 0.14  0.02
H 4.33 1.97 -0.16  0.10
H 5.47 -0.22 -0.45  0.12
H 4.08 -2.31 -0.38  0.12
H 1.65 -2.08 0.01  0.11
C -2.58 2.98 0.70  -0.20
S -2.49 1.28 0.19  1.01
O -1.00 0.97 0.27  -0.59
C -3.28 0.45 1.54  -0.39
C -4.25 -0.49 1.19  -0.08
C -4.91 -1.18 2.19  -0.06
C -4.60 -0.93 3.52  -0.05
C -3.62 0.00 3.86  -0.05
C -2.95 0.69 2.87  -0.06
H -2.34 3.09 1.75  0.06
H -3.60 3.32 0.49  0.08
H -1.88 3.52 0.07  0.04
H -4.48 -0.66 0.14  0.11
H -5.67 -1.91 1.93  0.11
H -5.13 -1.47 4.30  0.12
H -3.37 0.17 4.89  0.12
H -2.16 1.37 3.13  0.12

As for the HOMO energy: -9.7 eV. The value obtained for the strongest force on any atom is 0.009 hartree/bohr. The orbital gap is 7.418 eV. For the total energy, the calculation gives -81691.0225 eV. As for the charge: +1. For the lowest unoccupied orbital energy, the calculation gives -0.084 Ha.